C47H47BN10OReS2 as an isolated structure at a distorted geometry. Source: OMol25; level of theory: the ωB97M-V functional and the def2-TZVPD basis.

```
109
Properties=species:S:1:pos:R:3:lowdin_charge:R:1
Re -0.167 0.619 -0.010 1.758
N -3.378 1.189 3.455 0.099
C -2.371 1.530 2.632 -0.908
S -2.595 2.803 1.531 0.650
N -1.243 0.844 2.882 0.004
N -0.201 0.847 2.082 -0.109
C 0.968 0.599 2.670 -0.157
C 1.105 0.401 4.121 -0.185
C 0.634 1.358 5.023 -0.015
C 0.835 1.185 6.382 -0.048
C 1.463 0.039 6.856 -0.053
C 1.885 -0.940 5.967 -0.058
C 1.722 -0.753 4.604 -0.053
C 2.131 0.568 1.787 -0.191
C 3.433 0.465 2.241 0.039
C 4.478 0.510 1.328 0.010
C 4.207 0.689 -0.020 -0.016
C 2.893 0.794 -0.412 -0.110
N 1.871 0.706 0.459 -0.052
H -4.187 1.781 3.498 0.093
H -3.220 0.509 4.182 0.107
H 0.123 2.237 4.651 0.114
H 0.498 1.947 7.073 0.115
H 1.619 -0.090 7.919 0.116
H 2.342 -1.848 6.339 0.114
H 2.057 -1.517 3.907 0.113
H 3.619 0.363 3.301 0.128
H 5.503 0.432 1.675 0.132
H 4.996 0.750 -0.758 0.129
H 2.631 0.965 -1.445 0.121
C -2.370 4.801 -2.627 0.013
C -1.385 4.149 -1.716 -0.234
C -0.453 4.750 -0.877 0.070
C 0.199 3.736 -0.205 -0.231
N -0.333 2.554 -0.619 -0.090
N -1.295 2.829 -1.557 0.041
B -2.057 1.703 -2.302 -0.478
N -2.853 0.857 -1.288 0.061
N -2.127 0.234 -0.349 -0.108
C -2.893 -0.661 0.282 -0.244
C -4.184 -0.547 -0.193 0.087
C -4.123 0.422 -1.203 -0.207
C -5.207 0.929 -2.088 0.017
C -2.197 -1.521 1.224 -0.175
C -0.839 -1.742 0.996 -0.154
C -0.062 -2.460 1.888 -0.065
C -0.659 -2.990 3.022 -0.042
C -2.023 -2.805 3.244 -0.019
C -2.793 -2.077 2.347 0.006
N -0.964 0.753 -2.889 0.055
N -0.004 0.190 -2.087 -0.038
C 0.763 -0.612 -2.872 -0.230
C 0.289 -0.526 -4.177 0.041
C -0.804 0.331 -4.149 -0.225
C -1.701 0.732 -5.272 0.011
C 1.926 -1.425 -2.443 -0.200
C 2.995 -1.557 -3.332 -0.019
C 4.081 -2.365 -3.023 -0.048
C 4.120 -3.051 -1.816 -0.057
C 3.078 -2.905 -0.910 -0.062
C 1.993 -2.101 -1.224 -0.091
C 1.293 3.943 0.770 -0.194
C 1.004 4.271 2.092 -0.027
C 2.036 4.606 2.962 -0.060
C 3.351 4.618 2.521 -0.064
C 3.639 4.307 1.197 -0.069
C 2.613 3.980 0.323 -0.046
H -2.270 5.880 -2.554 0.095
H -3.390 4.528 -2.350 0.098
H -2.215 4.505 -3.667 0.093
H -0.262 5.807 -0.768 0.142
H -2.754 2.144 -3.159 0.127
H -5.046 -1.129 0.094 0.138
H -6.163 0.518 -1.773 0.095
H -5.036 0.642 -3.128 0.093
H -5.264 2.018 -2.047 0.095
H -0.400 -1.440 0.020 0.033
H 0.990 -2.635 1.687 0.111
H -0.071 -3.568 3.722 0.118
H -2.485 -3.222 4.130 0.122
H -3.850 -1.917 2.522 0.131
H 0.673 -1.052 -5.038 0.131
H -1.396 0.222 -6.183 0.094
H -1.659 1.809 -5.450 0.097
H -2.739 0.469 -5.058 0.092
H 2.987 -1.007 -4.265 0.122
H 4.897 -2.459 -3.729 0.117
H 4.956 -3.700 -1.585 0.116
H 3.107 -3.430 0.039 0.112
H 1.181 -2.024 -0.515 0.044
H -0.029 4.287 2.425 0.099
H 1.806 4.884 3.984 0.113
H 4.151 4.898 3.197 0.114
H 4.662 4.346 0.838 0.113
H 2.823 3.796 -0.727 0.120
O -2.398 -2.832 -1.505 -0.508
S -1.074 -3.322 -2.006 0.921
C -0.768 -5.002 -1.381 -0.304
C -0.094 -5.723 -2.539 -0.232
C -0.997 -5.443 -3.741 -0.216
C -1.274 -3.935 -3.727 -0.282
H -1.756 -5.408 -1.149 0.108
H -0.170 -4.949 -0.470 0.085
H 0.024 -6.789 -2.350 0.122
H 0.902 -5.300 -2.712 0.112
H -1.930 -5.996 -3.631 0.120
H -0.534 -5.755 -4.676 0.118
H -2.285 -3.660 -4.023 0.097
H -0.551 -3.382 -4.330 0.073
```

Results
* total energy: -90917.140 eV
* energy relative to the best compared isomer or geometry (same formula, charge and spin): 8.7 kcal/mol
* multiplicity: 4
* HOMO-LUMO gap (spin up / spin down): 6.2 / 4.8 eV
* charge: +2

***

C47H48BrCl2F3LuN4OP2Si2 as an isolated structure at a distorted geometry. Source: OMol25; level of theory: the ωB97M-V functional and the def2-TZVPD basis.

```
111
Properties=species:S:1:pos:R:3:lowdin_charge:R:1
Lu -14.306 -15.870 -3.031 1.401
C -14.636 -12.146 -2.882 -0.188
Si -16.315 -13.013 -3.138 0.335
C -17.094 -12.530 -4.862 -0.178
C -17.461 -12.260 -1.817 -0.177
N -16.217 -14.688 -2.983 -0.395
P -17.052 -15.982 -2.348 0.671
C -15.990 -17.271 -2.076 -0.555
P -15.023 -17.620 -0.786 0.559
N -13.776 -16.608 -0.662 -0.310
Si -12.459 -15.961 0.223 0.298
C -12.621 -14.079 0.351 -0.186
C -10.806 -16.276 -0.607 -0.182
C -12.276 -16.468 2.053 -0.216
C -16.033 -17.670 0.704 -0.277
C -17.345 -18.196 0.623 -0.074
C -18.034 -18.503 1.782 -0.080
C -17.528 -18.267 3.066 -0.083
C -16.245 -17.734 3.149 -0.083
C -15.534 -17.392 2.000 -0.072
C -14.487 -19.355 -0.814 -0.263
C -15.144 -20.336 -1.619 -0.070
C -14.874 -21.653 -1.321 -0.108
C -14.033 -22.101 -0.290 -0.077
C -13.382 -21.116 0.442 -0.076
C -13.638 -19.801 0.144 -0.106
C -18.067 -15.455 -0.902 -0.280
C -19.413 -15.627 -0.737 -0.102
C -20.019 -15.323 0.458 -0.094
C -19.194 -14.976 1.500 -0.111
C -17.822 -14.826 1.405 -0.087
C -17.241 -15.052 0.181 -0.109
C -18.300 -16.471 -3.614 -0.284
C -18.318 -17.746 -4.076 -0.121
C -19.174 -18.188 -5.086 -0.073
C -20.025 -17.205 -5.656 -0.093
C -19.952 -15.860 -5.251 -0.084
C -19.105 -15.460 -4.207 -0.058
H -14.838 -11.092 -2.993 0.011
H -14.069 -12.259 -1.978 0.002
H -13.900 -12.284 -3.677 0.015
H -16.748 -11.523 -5.053 -0.003
H -16.760 -13.095 -5.760 0.027
H -18.193 -12.380 -4.867 0.018
H -17.543 -11.183 -2.032 0.032
H -18.397 -12.786 -1.862 0.004
H -17.155 -12.374 -0.803 0.004
H -13.641 -13.712 0.425 0.009
H -12.012 -13.501 1.072 0.034
H -12.337 -13.783 -0.672 -0.007
H -10.612 -15.424 -1.319 0.028
H -9.977 -16.328 0.138 0.037
H -10.795 -17.239 -1.175 0.011
H -13.124 -16.186 2.690 0.001
H -11.995 -17.522 2.313 0.031
H -11.423 -15.808 2.430 0.044
H -17.694 -18.338 -0.382 0.093
H -18.994 -18.941 1.719 0.087
H -18.123 -18.568 3.872 0.078
H -15.818 -17.683 4.150 0.100
H -14.582 -16.880 2.023 0.043
H -15.933 -20.039 -2.312 0.094
H -15.496 -22.421 -1.787 0.098
H -13.941 -23.165 -0.079 0.099
H -12.729 -21.368 1.236 0.092
H -13.275 -19.081 0.831 0.082
H -20.066 -15.950 -1.508 0.095
H -21.111 -15.503 0.644 0.119
H -19.647 -14.898 2.511 0.111
H -17.311 -14.549 2.306 0.104
H -16.124 -14.941 0.015 0.121
H -17.738 -18.495 -3.509 0.087
H -19.190 -19.214 -5.424 0.091
H -20.776 -17.465 -6.443 0.103
H -20.630 -15.157 -5.697 0.089
H -19.043 -14.484 -3.849 0.066
Cl -7.391 -19.064 -0.474 0.430
C -7.700 -17.686 -1.654 -0.957
Cl -6.580 -17.566 -3.058 0.479
H -7.531 -16.757 -1.121 0.016
H -8.682 -17.804 -2.079 -0.030
Br -10.015 -20.541 -3.229 0.764
C -11.643 -19.773 -3.788 -0.656
C -12.613 -20.609 -4.343 -0.113
C -13.787 -20.085 -4.832 -0.061
C -14.071 -18.788 -4.525 -0.126
N -13.206 -17.969 -3.821 -0.009
C -11.989 -18.455 -3.540 -0.156
H -12.435 -21.675 -4.397 0.103
H -14.526 -20.620 -5.399 0.112
H -14.960 -18.243 -4.776 0.077
H -11.240 -17.791 -3.096 0.091
F -10.187 -12.992 -11.156 0.104
C -11.348 -13.698 -11.382 -0.613
F -12.134 -12.855 -12.021 0.140
F -11.061 -14.674 -12.219 0.163
C -12.022 -14.182 -10.120 -0.145
C -11.321 -14.944 -9.177 -0.018
C -11.912 -15.399 -8.004 -0.019
C -13.245 -15.058 -7.772 -0.267
C -13.989 -14.338 -8.725 -0.020
C -13.326 -13.875 -9.840 -0.044
C -13.914 -15.471 -6.573 -0.178
C -14.384 -15.711 -5.456 -0.126
H -10.227 -15.147 -9.315 0.133
H -11.405 -15.927 -7.209 0.116
H -15.068 -14.211 -8.615 0.119
H -13.861 -13.392 -10.665 0.120
O -10.293 -14.890 -3.910 0.041
C -11.391 -14.745 -3.514 -0.596
N -12.467 -14.576 -3.054 -0.036
```

Results
* total energy: -228726.134 eV
* multiplicity: 1
* HOMO-LUMO gap: 7.5 eV
* charge: -1

***

C47H50ClN4OSSb2Y as an isolated structure. Source: OMol25; level of theory: the ωB97M-V functional and the def2-TZVPD basis.

```
107
Properties=species:S:1:pos:R:3:lowdin_charge:R:1
Y -0.084 -1.072 -0.107 1.188
N -0.733 -1.372 2.256 0.018
C -1.123 -2.694 2.655 -0.239
C -2.093 -2.950 3.576 0.011
C -2.420 -4.288 3.909 -0.036
C -1.750 -5.329 3.339 -0.003
C -0.739 -5.078 2.376 -0.135
C 0.012 -6.096 1.746 0.031
C 0.965 -5.758 0.831 -0.005
C 1.144 -4.401 0.501 -0.132
N 0.462 -3.416 1.046 0.003
C -0.455 -3.753 2.008 -0.192
H -1.379 -0.696 2.647 0.081
H 0.186 -1.117 2.630 0.063
H -2.612 -2.134 4.065 0.125
H -3.197 -4.473 4.638 0.121
H -1.978 -6.352 3.609 0.128
H -0.174 -7.132 2.004 0.135
H 1.567 -6.508 0.338 0.122
H 1.881 -4.132 -0.238 0.093
C 0.331 3.965 1.185 -0.345
C -1.160 4.069 1.482 -0.356
C -2.033 3.659 0.302 -0.349
Sb -2.238 1.579 -0.223 1.358
C -4.333 1.452 -0.195 -0.431
C -5.073 1.195 -1.346 -0.157
C -6.460 1.152 -1.292 -0.064
C -7.114 1.366 -0.087 -0.067
C -6.384 1.624 1.065 -0.076
C -4.997 1.667 1.012 -0.146
C -1.799 1.885 -2.272 -0.403
C -2.522 2.807 -3.031 -0.120
C -2.160 3.079 -4.344 -0.058
C -1.061 2.448 -4.913 -0.061
C -0.331 1.532 -4.170 -0.077
C -0.706 1.258 -2.862 -0.170
Sb 1.180 2.009 0.875 1.390
C 3.006 2.720 0.130 -0.400
C 4.240 2.802 0.769 -0.112
C 5.326 3.377 0.120 -0.069
C 5.188 3.884 -1.165 -0.067
C 3.961 3.816 -1.807 -0.078
C 2.878 3.230 -1.164 -0.174
C 1.288 1.598 2.958 -0.400
C 2.416 1.513 3.773 -0.131
C 2.297 1.241 5.131 -0.074
C 1.048 1.042 5.704 -0.070
C -0.087 1.123 4.912 -0.076
C 0.039 1.397 3.555 -0.189
H 0.932 4.348 2.012 0.069
H 0.589 4.546 0.297 0.064
H -1.386 5.112 1.722 0.118
H -1.415 3.511 2.385 0.082
H -1.661 4.116 -0.617 0.059
H -3.067 3.983 0.435 0.064
H -4.574 1.024 -2.292 0.075
H -7.028 0.954 -2.191 0.112
H -8.195 1.337 -0.047 0.113
H -6.895 1.794 2.004 0.110
H -4.449 1.879 1.926 0.094
H -3.377 3.321 -2.606 0.109
H -2.736 3.790 -4.923 0.115
H -0.785 2.664 -5.937 0.114
H 0.509 1.012 -4.616 0.107
H -0.113 0.511 -2.339 0.038
H 4.376 2.433 1.775 0.074
H 6.282 3.442 0.625 0.111
H 6.037 4.341 -1.658 0.113
H 3.846 4.219 -2.805 0.114
H 1.926 3.180 -1.689 0.094
H 3.404 1.663 3.364 0.071
H 3.186 1.200 5.748 0.111
H 0.962 0.844 6.765 0.112
H -1.068 0.992 5.352 0.111
H -0.864 1.469 2.954 0.063
C 3.526 0.293 -2.828 0.026
C 2.753 -0.763 -2.113 -0.459
C 3.280 -2.150 -2.136 -0.003
O 1.710 -0.444 -1.538 -0.207
H 4.196 -0.122 -3.578 0.101
H 4.130 0.814 -2.077 0.104
H 2.848 1.024 -3.266 0.089
H 4.345 -2.148 -1.899 0.112
H 3.181 -2.516 -3.163 0.112
H 2.739 -2.794 -1.457 0.038
Cl -2.886 -1.376 -1.666 0.707
C -1.996 -1.705 -3.171 -0.559
C -2.533 -1.265 -4.362 -0.093
C -1.803 -1.495 -5.519 -0.073
C -0.578 -2.149 -5.438 -0.069
C -0.086 -2.590 -4.218 -0.041
C -0.792 -2.378 -3.029 -0.356
C -0.332 -2.820 -1.690 -0.290
H -3.485 -0.752 -4.384 0.115
H -2.192 -1.167 -6.473 0.113
H -0.015 -2.337 -6.344 0.111
H 0.850 -3.137 -4.177 0.107
H 0.563 -3.433 -1.796 0.027
H -1.104 -3.449 -1.223 0.050
N 4.322 -1.189 3.223 0.127
C 3.221 -1.651 2.635 -0.842
N 2.529 -2.603 3.267 0.148
S 2.761 -0.989 1.126 0.659
H 4.672 -1.558 4.093 0.129
H 4.846 -0.467 2.760 0.103
H 2.863 -3.025 4.119 0.129
H 1.817 -3.088 2.747 0.061
```

Results
* total energy: -95024.336 eV
* energy relative to the best compared isomer or geometry (same formula, charge and spin): 21.4 kcal/mol
* multiplicity: 1
* HOMO-LUMO gap: 7.0 eV
* charge: +2